# 1
CHClO2 in the gas phase at a distorted geometry, computed with ωB97M-V with the def2-TZVPD basis set.

```
5
Properties=species:S:1:pos:R:3:forces:R:3:lowdin_charge:R:1
O -1.448889 -0.902229 0.077615 -0.81 -2.29 0.14 0.13
C -0.524877 -0.208576 -0.028464 0.77 4.09 -0.17 -0.46
O 0.813309 -0.591074 0.024295 -0.39 0.33 0.04 -0.48
Cl 1.859390 0.765050 0.077299 -0.49 -0.64 -0.08 0.67
H -0.698935 0.936830 -0.150747 0.93 -1.49 0.07 0.14
```
Positions in Å, forces in eV/Å.

- charge = 0
- LUMO level (eV) = -0.7113
- gap between HOMO and LUMO (eV) = 10.75
- SMILES = O=COCl



# 2
A molecular structure, C5H3ClO2 at a distorted geometry, computed with ωB97M-V with the def2-TZVPD basis set.

```
11
Properties=species:S:1:pos:R:3:forces:R:3:lowdin_charge:R:1
C 1.611678 -0.090875 0.207759 -2.57 2.15 -2.00 -0.67
C 0.149377 1.637216 -0.051947 -1.60 -5.71 -0.66 -0.05
C -0.586250 0.416554 -0.188234 -0.24 1.82 0.30 -0.02
C -1.574861 -0.816894 0.009340 0.80 -0.20 2.02 0.05
C 0.382365 -0.564219 -0.161379 2.66 2.31 1.62 -0.46
H 0.145550 2.628544 -0.074128 -1.63 4.10 -0.08 0.08
H -1.938199 -1.044158 1.068714 0.68 0.87 -1.26 0.14
H -2.421107 -1.083474 -0.628420 0.74 0.06 -0.62 0.11
O 1.416554 1.322790 -0.027141 2.72 -1.58 1.23 -0.03
O -0.260975 -1.661779 -0.078931 -3.97 -3.13 -0.49 0.05
Cl 3.075863 -0.743704 -0.075634 2.40 -0.69 -0.05 0.79
```
Positions in Å, forces in eV/Å.

- charge = 0
- LUMO level (eV) = 0.6518
- gap between HOMO and LUMO (eV) = 8.83